[1]
This record from the Open Molecules 2025 dataset describes the molecule C3H4O at a distorted geometry. The level of theory is the ωB97M-V functional and the def2-TZVPD basis.

```
! RIJCOSX wB97M-V def2-TZVPD def2/J DEFGRID3
* xyz 0 3
C 0.3099 0.7960 0.0144
C -0.4024 -0.6238 -0.1038
C 0.3780 0.0778 1.2443
O 0.6557 -1.1023 0.7244
H 1.1613 0.7205 -0.6886
H -0.3637 1.7656 -0.0016
H -0.4673 -0.8495 -1.4120
H -1.2717 -0.7842 0.2230
*
```

Output
lowest unoccupied orbital energy (alpha / beta) = 1.18 / -0.91 eV
calculated total energy = -191.6504 a.u.
HOMO (alpha / beta) = -6.50 / -11.61 eV

In the Mulliken picture, each atom carries the following charge in e: C -0.19; C -0.38; C -0.16; O -0.29; H 0.22; H 0.24; H 0.19; H 0.36


[2]
This record from the Open Molecules 2025 dataset describes the ion C5H11NO with charge -1 at a distorted geometry. The level of theory is the ωB97M-V functional and the def2-TZVPD basis.

```
! RIJCOSX wB97M-V def2-TZVPD def2/J DEFGRID3
* xyz -1 2
O 2.0498 -0.7395 1.0810
C 1.7042 -0.0669 0.1402
C 0.3888 0.7981 0.1830
C -0.7629 -0.3878 0.2067
C -2.2647 0.1986 0.5383
C -0.8418 -1.5449 -0.8449
N 0.4269 1.6149 -1.0610
H 1.8311 -0.1779 -1.0068
H 0.2870 1.5119 1.1608
H -0.6532 -0.8946 1.1190
H -2.5466 0.7876 -0.2954
H -2.9858 -0.6665 0.8327
H -2.3155 1.0233 1.3047
H -1.5420 -2.4128 -0.5260
H 0.2145 -1.8976 -1.0223
H -1.3295 -1.0326 -1.7677
H 0.8583 2.5445 -0.9220
H -0.5465 1.8440 -1.4383
*
```

Output
lowest unoccupied orbital energy (alpha / beta) = 3.94 / 3.80 eV
calculated total energy = -326.9894 a.u.
HOMO (alpha / beta) = 0.67 / -3.18 eV

In the Mulliken picture, each atom carries the following charge in e: O -0.31; C -1.05; C 0.32; C 0.20; C -1.47; C -1.07; N -0.71; H 0.22; H 0.25; H 0.23; H 0.39; H 0.31; H 0.32; H 0.28; H 0.33; H 0.22; H 0.38; H 0.18


[3]
This record from the Open Molecules 2025 dataset describes the molecule C2H4N2O2 at a distorted geometry. The level of theory is the ωB97M-V functional and the def2-TZVPD basis.

```
! RIJCOSX wB97M-V def2-TZVPD def2/J DEFGRID3
* xyz 0 1
C -0.6935 -0.6457 -0.0529
C -0.3445 0.7922 0.0453
N 0.5835 -1.3099 -0.1264
O -1.0179 1.5476 0.9190
N 0.9187 1.0829 -0.2477
O -1.7612 -1.1517 -0.3233
H -0.7115 2.4613 0.8242
H 0.5858 -2.2485 -0.5178
H 1.2512 -1.2074 0.6279
H 1.1894 0.6792 -1.1484
*
```

Output
lowest unoccupied orbital energy (alpha / beta) = -0.01 / -0.01 eV
calculated total energy = -338.5659 a.u.
HOMO (alpha / beta) = -9.43 / -9.42 eV

In the Mulliken picture, each atom carries the following charge in e: C 0.41; C 0.51; N -0.44; O -0.45; N -0.69; O -0.51; H 0.38; H 0.22; H 0.27; H 0.31


Short version: energy above the lowest of the compared OMol25 structures with the same formula, charge and spin = 88.3; 53.7; 54.8 kcal per mole, in the order given.